# 1
C13H26BFINO4 as an isolated structure in a non-equilibrium geometry, computed with ωB97M-V/def2-TZVPD.

Element x y z (Å)
C 2.6341 -2.5734 -0.5551
C 2.7073 -0.9987 -0.3418
C 3.0813 -0.2475 -1.6627
C 1.4995 -0.4119 0.4537
C 0.1643 -0.1689 -0.3331
C -0.1100 -0.8721 -1.7018
C -1.6119 -1.1122 -2.0774
C -2.1167 -0.2591 -3.3089
F -2.2872 -1.1055 -4.3896
C -0.9177 -0.3758 0.8460
C -2.0874 0.6876 0.7723
N -1.3084 1.8936 0.2203
I -0.7686 2.9524 1.9183
C -0.2125 1.3595 -0.6779
B 1.0119 2.3847 -0.9692
O 2.0100 2.7545 -0.0439
O 1.1271 2.9242 -2.2871
H 3.3116 -3.0937 0.1494
H 3.0111 -2.7444 -1.5930
H 1.5996 -2.9615 -0.4980
H 3.5968 -0.8682 0.3223
H 2.3829 -0.4102 -2.5057
H 3.3004 0.8301 -1.4656
H 4.0597 -0.6744 -1.9945
H 1.8641 0.4861 1.0036
H 1.2583 -1.1499 1.2561
H 0.3118 -0.2028 -2.4923
H 0.4220 -1.8368 -1.8370
H -1.7211 -2.1702 -2.4082
H -2.3471 -0.9650 -1.2659
H -1.4074 0.5609 -3.5514
H -3.0983 0.1896 -3.0353
H -1.2987 -1.4090 0.7125
H -0.5464 -0.2794 1.8879
H -2.4378 0.8873 1.8008
H -2.9500 0.4451 0.1148
H -1.8917 2.4281 -0.4255
H -0.7424 1.4000 -1.6653
H 1.7664 3.5563 0.4270
H 1.9622 2.5507 -2.6042
C -2.4424 0.0654 5.0354
C -1.1255 -0.5618 4.5612
O -0.0912 -0.1447 5.1237
O -1.2443 -1.4187 3.6452
H -2.2714 0.8035 5.8200
H -2.9369 0.5611 4.1929
H -3.1094 -0.7047 5.4270

## Properties
Spin multiplicity: 1
Electronic energy (hartree): -1288.993872
Gap between HOMO and LUMO (eV): 4.6



# 2
C23H35PbS as an isolated structure in a non-equilibrium geometry, computed with ωB97M-V/def2-TZVPD.

Element x y z (Å)
C 1.2626 -2.9441 0.4911
C 2.1739 -2.1586 -0.2709
C 1.6404 -2.0326 -1.5791
C 0.3896 -2.7075 -1.6255
C 0.1431 -3.2515 -0.3369
Pb -0.1716 -0.1616 0.9374
C -3.0705 1.8926 0.0283
C -2.7942 1.5022 1.3074
H -2.8541 2.2554 2.1073
C -2.3929 0.1754 1.7312
H -2.8586 -0.6971 1.2442
H -2.2492 0.0437 2.8166
C -3.3622 3.3177 -0.3304
H -2.9473 4.0296 0.3885
H -2.9457 3.5539 -1.3207
H -4.4478 3.4894 -0.3961
C -3.2471 0.9280 -1.0964
H -2.5392 0.0910 -1.0864
H -4.2600 0.4917 -1.0984
H -3.1226 1.4416 -2.0571
C 3.4334 -1.5466 0.2167
H 3.3897 -1.3449 1.2966
H 4.2906 -2.2118 0.0255
H 3.6353 -0.5937 -0.2948
C 2.2410 -1.2187 -2.6503
H 2.0734 -0.1469 -2.4629
H 3.3236 -1.3888 -2.7170
H 1.7882 -1.4565 -3.6197
C -0.5020 -2.8084 -2.7991
H -0.4626 -1.8977 -3.4123
H -0.2200 -3.6498 -3.4485
H -1.5461 -2.9621 -2.4953
C -1.0920 -3.9433 0.0914
H -1.9506 -3.5802 -0.4874
H -1.0277 -5.0320 -0.0587
H -1.3008 -3.7675 1.1553
C 1.4480 -3.3455 1.9059
H 0.5991 -3.9527 2.2467
H 2.3668 -3.9447 2.0378
H 1.5309 -2.4716 2.5772
C -0.0398 1.3928 -0.7609
C 0.0388 2.6967 -0.3093
C -0.0817 1.1189 -2.1254
C 0.2805 3.7434 -1.2189
H -0.0442 2.9009 0.7660
C 0.2025 2.1568 -3.0404
H -0.3253 0.1174 -2.5045
C 0.4249 3.4619 -2.5792
H 0.3818 4.7650 -0.8475
H 0.2356 1.9298 -4.1098
H 0.6691 4.2636 -3.2804
C 0.5599 1.0234 4.4871
S 1.6732 0.3708 3.2129
C 2.5210 1.9356 2.8297
H -0.4163 0.5334 4.3986
H 0.4556 2.1077 4.3767
H 1.0011 0.7872 5.4671
H 1.8579 2.7911 3.0092
H 3.3995 1.9937 3.4870
H 2.8413 1.9144 1.7806

## Properties
Spin multiplicity: 1
Electronic energy (hartree): -1488.044131
Charge: +1
Gap between HOMO and LUMO (spin up / spin down) (eV): 4.2 / 4.2



# 3
C5H7NO as an isolated structure, computed with ωB97M-V/def2-TZVPD.

Element x y z (Å)
N 2.7214 0.1322 -0.3028
C 1.5250 -0.0213 0.0517
O 0.8553 -1.2179 0.2768
C -0.2037 -0.6812 -0.5654
C -1.4981 -0.4712 0.1949
C -0.8932 0.8454 0.7550
C 0.2906 0.7608 -0.2582
H 3.1594 -0.7893 -0.3678
H -0.0795 -1.1076 -1.5623
H -1.7856 -1.2660 0.8904
H -2.3252 -0.2549 -0.4871
H -0.6178 0.8131 1.8093
H -1.5325 1.7119 0.5731
H 0.3839 1.5461 -1.0073

## Properties
Spin multiplicity: 1
Electronic energy (hartree): -324.639446
ΔE to the lowest compared entry with this formula, charge and spin (kJ/mol): 223.2
Gap between HOMO and LUMO (eV): 11.0



# 4
C30H20BrF4P2PtS2Se4 as an isolated structure, computed with ωB97M-V/def2-TZVPD.

Element x y z (Å)
Pt -0.8666 -0.9700 0.0572
F -0.9130 6.6086 1.6784
C -1.2405 5.3488 1.3672
C -2.3786 4.7826 1.8899
F -3.1695 5.5004 2.6970
C -2.7163 3.4795 1.5548
F -3.8937 3.0639 2.0523
C -1.9294 2.6937 0.7297
P -2.2939 0.9034 0.3131
C -3.3410 1.2477 -1.1538
C -2.9048 0.8451 -2.4089
C -3.6717 1.1120 -3.5370
C -4.8853 1.7741 -3.4174
C -5.3285 2.1847 -2.1645
C -4.5550 1.9278 -1.0429
C -3.4615 0.3956 1.6192
C -2.9344 0.3483 2.9099
C -3.6942 -0.1273 3.9638
C -4.9825 -0.5976 3.7334
C -5.4964 -0.5878 2.4451
C -4.7415 -0.0859 1.3910
C -0.7920 3.3026 0.1897
Br 0.3585 2.4271 -1.0104
C -0.4559 4.6085 0.5050
F 0.6282 5.2014 -0.0063
H -1.9651 0.3058 -2.4913
H -3.3182 0.7938 -4.5097
H -5.4877 1.9666 -4.2967
H -6.2740 2.7022 -2.0612
H -4.8987 2.2656 -0.0709
H -1.9089 0.6595 3.0867
H -3.2691 -0.1663 4.9585
H -5.5716 -0.9944 4.5506
H -6.4869 -0.9830 2.2514
H -5.1410 -0.1125 0.3835
Se 0.3247 -2.3230 -1.6491
Se 2.5366 -1.9406 -1.6567
Se 2.7923 -0.0447 -0.1873
Se 1.1582 -0.3204 1.3749
S -2.9686 -2.1952 -0.8215
P -2.7261 -3.4546 0.7424
S -1.6957 -2.7477 2.2689
C -4.3811 -4.0344 1.2683
C -4.5329 -4.6571 2.5070
C -5.7799 -5.1042 2.9176
C -6.8898 -4.9303 2.0978
C -6.7455 -4.3069 0.8669
C -5.4950 -3.8594 0.4549
C -1.9345 -4.9635 0.0820
C -2.5220 -5.6472 -0.9820
C -1.9210 -6.7796 -1.5054
C -0.7166 -7.2355 -0.9777
C -0.1243 -6.5525 0.0724
C -0.7331 -5.4201 0.6050
H -3.6705 -4.7652 3.1548
H -5.8893 -5.5819 3.8835
H -7.8650 -5.2728 2.4223
H -7.6072 -4.1598 0.2276
H -5.3807 -3.3508 -0.4948
H -3.4471 -5.2786 -1.4107
H -2.3827 -7.3028 -2.3336
H -0.2404 -8.1154 -1.3928
H 0.8206 -6.8930 0.4771
H -0.2764 -4.8673 1.4165

## Properties
Expectation value of S²: 2.020
Spin multiplicity: 3
Electronic energy (hartree): -15333.006862
Charge: -1
Gap between HOMO and LUMO (spin up / spin down) (eV): 5.3 / 5.3



# 5
C32H20CsF5N10OSSe3Te2 as an isolated structure in a non-equilibrium geometry, computed with ωB97M-V/def2-TZVPD.

Element x y z (Å)
Cs -0.9623 -2.5779 -1.5963
Se -4.7643 -4.4514 -3.3204
Te -6.2144 -4.2180 -1.2876
Te -4.4245 -2.6739 0.0829
Se -5.6323 -1.6361 2.0022
F 2.4439 -6.4002 -6.6941
C 2.3712 -5.3349 -5.8796
C 1.1957 -5.0278 -5.2186
F 0.1149 -5.7929 -5.3890
C 1.1599 -3.9242 -4.3887
F -0.0189 -3.6702 -3.7827
C 2.2392 -3.0734 -4.1512
S 2.1472 -1.6920 -3.0690
C 3.3984 -3.4266 -4.8441
F 4.5187 -2.6973 -4.7184
C 3.4730 -4.5226 -5.6855
F 4.6199 -4.8105 -6.3238
C -4.1558 2.1334 2.3963
N -3.2874 1.1629 1.7891
C -3.2509 0.7339 0.5253
N -2.3418 -0.2046 0.3856
C -1.8501 -0.3293 1.6482
N -2.3788 0.4861 2.5305
C -3.7607 3.5595 2.0861
C -4.6824 4.5813 2.2758
C -4.3493 5.9027 2.0127
C -3.0873 6.2159 1.5383
C -2.1623 5.1944 1.3392
C -2.4879 3.8745 1.6188
C -0.8425 5.5632 0.8012
N -0.4063 6.7416 0.5373
N 0.8876 6.5693 0.0109
C 1.1046 5.3035 0.0124
O 0.0584 4.5887 0.5019
C 2.3171 4.6091 -0.4540
C 3.3518 5.3973 -0.9506
C 4.5108 4.7894 -1.4009
C 4.6334 3.4092 -1.3489
C 3.6033 2.6179 -0.8578
C 3.7845 1.1179 -0.8478
N 2.8523 0.4311 0.0092
C 1.6836 -0.1073 -0.3437
N 1.0607 -0.5836 0.7098
C 1.9149 -0.2844 1.7203
N 3.0178 0.3351 1.3505
C 2.4359 3.2262 -0.4074
H -4.1126 1.9418 3.4682
H -5.1800 1.9327 2.0752
H -3.9240 1.1027 -0.2322
H -1.0890 -1.0434 1.9086
H -5.6786 4.3349 2.6262
H -5.0800 6.6872 2.1607
H -2.8120 7.2359 1.3095
H -1.7672 3.0825 1.4615
H 3.2344 6.4712 -0.9772
H 5.3206 5.3938 -1.7881
H 5.5456 2.9372 -1.6966
H 4.7912 0.8674 -0.5140
H 3.6521 0.6959 -1.8482
H 1.3436 -0.1377 -1.3655
H 1.7259 -0.5411 2.7505
H 1.6296 2.6220 -0.0115
Se -2.5452 -5.0870 0.5385
N -1.0826 -4.0647 0.6573
C -0.4451 -4.4860 1.7723
C 0.7826 -3.9544 2.2336
C 1.3274 -4.4267 3.3969
C 0.6805 -5.4351 4.1515
C -0.5094 -5.9646 3.7302
C -1.0869 -5.5134 2.5232
N -2.2103 -6.0300 1.9769
H 1.2639 -3.1732 1.6585
H 2.2669 -4.0181 3.7495
H 1.1334 -5.7930 5.0679
H -1.0131 -6.7411 4.2920

## Properties
Spin multiplicity: 1
Electronic energy (hartree): -10512.333256
Charge: -2
Gap between HOMO and LUMO (eV): 4.0



# 6
One molecule with the formula C7H10FN in a non-equilibrium geometry, computed with ωB97M-V/def2-TZVPD.

Element x y z (Å)
C 1.5016 -1.8696 -0.1797
C 0.8951 -0.5547 -0.5335
C 1.2295 0.5991 0.0446
C 0.5337 1.8713 0.0931
C -0.7475 2.0083 -0.2076
C -1.6235 0.9383 -0.5858
C -1.6119 -0.2472 -0.0953
N -1.2027 -0.4571 1.2096
F -2.2233 -1.3198 -0.6297
H 0.6929 -2.4560 0.4606
H 2.3488 -1.7775 0.4197
H 1.9255 -2.4363 -1.0918
H 0.0914 -0.4575 -1.2407
H 2.1804 0.5064 0.6550
H 1.2025 2.6819 0.3612
H -1.3932 2.9470 -0.2911
H -2.2777 1.1017 -1.4191
H -0.6553 -1.3314 1.3124
H -0.8664 0.2531 1.7179

## Properties
Spin multiplicity: 1
Electronic energy (hartree): -427.230703
ΔE to the lowest compared entry with this formula, charge and spin (kJ/mol): 241.3
Structure (SMILES): C/C=C/C=C\C=C(/N)F
Gap between HOMO and LUMO (eV): 8.3